Formula: C4H11S2
Source: the Open Molecules 2025 dataset
Level of theory: ωB97M-V/def2-TZVPD

Geometry as XYZ:
```
17
Properties=species:S:1:pos:R:3:forces:R:3
C -1.84857 -0.22618 -2.89473 0.0 -0.1 0.1
C -1.65846 -0.65077 -1.44444 0.5 0.1 0.2
S 0.09467 -0.52570 -0.91078 -0.2 0.0 -0.1
H -1.16764 -0.80578 -3.52120 -0.1 0.0 -0.1
H -1.58319 0.82354 -3.00493 0.1 0.1 0.0
H -2.87771 -0.36560 -3.25399 0.0 0.0 0.0
H -1.97549 -1.68482 -1.30494 -0.2 -0.1 -0.1
H -2.25731 -0.02103 -0.78090 -0.2 0.0 -0.1
C 2.68774 0.51362 1.26170 -0.1 0.0 0.1
S 1.72088 1.36724 2.53267 0.1 0.0 0.0
C 0.27267 0.28313 2.56310 -0.1 0.4 -0.2
H 2.32533 0.75091 0.26444 -0.1 -0.1 0.0
H 2.60270 -0.55718 1.43823 0.1 0.0 -0.1
H 3.72778 0.81416 1.35262 0.1 0.1 0.1
H -0.51024 0.84975 3.07107 0.0 -0.2 0.1
H -0.05061 0.07176 1.53169 0.2 0.0 0.2
H 0.49744 -0.63704 3.10036 -0.1 0.0 0.0
```
Forces are in eV/Å.

Output
E_tot = -25997.658 eV
Frontier orbital gap = 5.912 eV
Net charge = -1

Formula: C6H12N3
Source: the Open Molecules 2025 dataset
Level of theory: ωB97M-V/def2-TZVPD

Geometry as XYZ:
```
21
Properties=species:S:1:pos:R:3:forces:R:3
C -2.48923 -1.45531 0.72468 3.1 -0.3 0.9
C -1.25819 -1.48966 0.08142 -1.7 -3.9 0.9
C -2.41264 0.14519 -0.71466 -1.9 2.1 -1.4
C -2.65926 1.33675 -1.45406 -1.3 1.7 -1.8
C 3.56385 1.58615 0.45929 -5.4 1.4 -3.0
C 2.22905 0.69772 0.09653 3.2 -1.6 1.6
N -3.12646 -0.31010 0.24699 0.3 -3.5 2.3
N -1.38464 -0.58501 -0.92774 3.7 -0.2 -0.3
N 2.06027 -0.57502 0.10940 0.1 1.7 -0.8
H -2.64867 -2.08733 1.62057 -0.8 0.9 -0.8
H -3.31902 2.00403 -0.84989 0.7 -0.2 -0.7
H -1.65841 1.74646 -1.63292 -0.6 0.7 -0.2
H -3.17300 1.12811 -2.46556 0.8 0.3 1.5
H 3.90849 1.55116 1.42563 -0.3 0.2 2.9
H 3.15373 2.65397 0.10959 1.8 -2.1 0.9
H -0.59117 -2.40928 0.16424 -0.5 2.1 -0.4
H 1.36412 1.18248 -0.17266 -1.9 2.0 -0.3
H 4.40911 1.21829 -0.00942 1.5 -0.4 -2.0
H -3.93294 -0.01694 0.71169 -1.5 1.2 0.1
H -0.62514 -0.17594 -1.47604 -0.1 -0.8 0.1
H 2.97062 -0.97028 0.19278 0.9 -1.1 0.7
```
Forces are in eV/Å.

Output
E_tot = -10878.665 eV
Frontier orbital gap = 10.297 eV
Net charge = +1

E_HOMO in eV, matching the order above: -2.5; -13.1
LUMO in eV, matching the order above: 3.379; -2.849
Energy above the lowest of the compared OMol25 structures with the same formula, charge and spin in kJ/mol, matching the order above: 17.27; 255.88